[1]
The following is a quantum chemistry calculation of a structure of composition C53H74As3KN4OTe at a distorted geometry, from OMol25.

XYZ file:
```
137
Properties=species:S:1:pos:R:3
K -0.93533 0.25300 -0.33492
C 3.26347 -1.46090 0.29158
As 2.26547 0.14630 -0.25662
C 3.88807 1.07200 -0.92922
C 2.03257 1.36070 1.32048
C 2.16977 0.97350 2.79658
C 1.81167 2.23480 3.59138
C 1.20727 -0.16160 3.11998
As -0.73663 0.09840 2.84578
C -1.15853 -1.69690 3.47818
C -1.13753 0.90730 4.62468
C 3.62457 0.59640 3.11708
As 4.30977 -0.29210 4.77888
C 3.63347 -2.13410 4.53738
C 3.10537 0.22090 6.27088
H 4.22757 -1.25530 0.75658
H 3.44727 -2.01950 -0.62852
H 2.66757 -2.09980 0.93968
H 4.67017 1.09140 -0.16832
H 3.63507 2.09540 -1.20882
H 4.26967 0.55270 -1.80982
H 1.00227 1.72340 1.19828
H 2.68377 2.21730 1.11988
H 0.79337 2.54300 3.35528
H 2.48017 3.05100 3.31858
H 1.89787 2.07240 4.66288
H 1.31227 -0.43530 4.17228
H 1.45707 -1.04220 2.51688
H -0.55143 -1.94990 4.35328
H -0.98823 -2.43180 2.69768
H -2.20863 -1.74710 3.76418
H -0.68523 0.30370 5.41548
H -2.22083 0.91590 4.77368
H -0.77763 1.92990 4.71678
H 4.22137 1.51380 3.03478
H 3.99367 -0.07040 2.33588
H 3.96427 -2.52570 3.57678
H 2.55067 -2.20110 4.58438
H 4.04837 -2.77390 5.31728
H 3.22907 1.27320 6.52148
H 3.39687 -0.36350 7.14478
H 2.05737 0.02410 6.06508
C -2.30383 4.07580 2.85948
C -1.58353 5.34920 2.52978
C -0.90133 6.03670 3.52148
C -0.23783 7.22640 3.26848
C -0.26043 7.75490 1.99078
C -0.92593 7.08540 0.98538
C -1.57833 5.87420 1.22418
N -2.29723 5.28000 0.19468
C -2.23043 3.85430 -0.10512
N -3.46143 3.35040 -0.12752
C -4.02183 2.10260 -0.51532
C -3.22793 1.13120 -1.13772
C -3.94473 -0.03610 -1.46652
C -5.30253 -0.20270 -1.24692
C -6.02873 0.80920 -0.64632
C -5.39713 1.97810 -0.25902
C -6.20543 3.04520 0.43898
N -1.13423 3.25560 -0.36402
C 0.06967 3.92740 -0.49962
C 0.83197 4.31460 0.59998
C 2.05807 4.93060 0.44168
C 2.55097 5.16870 -0.82762
C 1.79467 4.80280 -1.92832
C 0.56487 4.18160 -1.79082
C -0.24993 3.80920 -2.98992
H -2.28273 3.89610 3.93268
H -1.85733 3.21470 2.35178
H -3.34303 4.13300 2.54228
H -0.89343 5.63310 4.52568
H 0.28737 7.73540 4.06328
H 0.24697 8.68420 1.77158
H -0.93643 7.49050 -0.01852
H -2.24273 5.82870 -0.65782
H -4.15173 4.03590 0.14378
H -3.41803 -0.86660 -1.92562
H -5.80643 -1.11990 -1.53452
H -7.09213 0.69270 -0.46502
H -7.24553 2.73160 0.51708
H -6.19563 3.99110 -0.10792
H -5.83283 3.22490 1.45098
H 0.45637 4.12760 1.59128
H 2.61567 5.24450 1.31188
H 3.51477 5.64110 -0.95842
H 2.16327 5.02110 -2.92222
H 0.35907 3.84200 -3.89042
H -1.08413 4.50160 -3.11432
H -0.67063 2.81350 -2.85402
C -3.22973 -2.38430 1.05898
C -1.91203 -2.89580 0.47278
O -1.72803 -4.12970 0.42078
N -1.05913 -1.99950 0.06578
Te 0.43117 -2.86990 -1.17202
C 1.94017 -4.34790 -2.26792
C 2.41567 -5.52030 -1.68502
C 1.81937 -6.05460 -0.41202
C 3.46187 -6.22930 -2.27102
C 4.07437 -5.77550 -3.42362
C 5.19837 -6.53950 -4.06582
C 3.63607 -4.57850 -3.97362
C 2.58737 -3.86730 -3.40872
C 2.16877 -2.56670 -4.02972
C -0.95443 -3.18970 -2.75892
C -1.36283 -2.13470 -3.57502
C -0.83383 -0.73320 -3.46742
C -2.29783 -2.36600 -4.58402
C -2.83073 -3.61980 -4.80982
C -3.82883 -3.88560 -5.90122
C -2.40763 -4.66000 -3.99622
C -1.48373 -4.46420 -2.98232
C -1.07973 -5.64190 -2.16132
H -3.51893 -3.00570 1.90378
H -3.98873 -2.48960 0.28568
H -3.16263 -1.33520 1.34618
H 1.01827 -5.40100 -0.06372
H 2.58557 -6.12260 0.36188
H 1.41517 -7.05580 -0.56432
H 3.79807 -7.15430 -1.81552
H 5.40647 -7.45440 -3.51422
H 6.10597 -5.93510 -4.09332
H 4.94567 -6.80650 -5.09262
H 4.12197 -4.19540 -4.86372
H 2.77977 -2.33760 -4.90162
H 2.27467 -1.75220 -3.30632
H 1.12587 -2.61020 -4.33672
H 0.02937 -0.68570 -2.80292
H -1.60553 -0.06560 -3.08462
H -0.54003 -0.37490 -4.45602
H -2.60613 -1.53420 -5.20612
H -4.04103 -2.98480 -6.47322
H -4.76363 -4.25440 -5.47802
H -3.44833 -4.64970 -6.58092
H -2.81053 -5.65260 -4.15782
H -1.68613 -6.51190 -2.40932
H -1.21013 -5.40570 -1.10692
H -0.03513 -5.88200 -2.34432
```

Properties
DFT total energy: -270302.716 eV
2S+1: 2
energy relative to the best compared isomer or geometry (same formula, charge and spin): 125.1 kJ/mol
charge: -1
lowest unoccupied orbital energy (alpha / beta): 2.2 / 2.1 eV

[2]
The following is a quantum chemistry calculation of a cluster of 7 separate species, C53H74F12N10O9S4 in total at a distorted geometry, from OMol25.

XYZ file:
```
162
Properties=species:S:1:pos:R:3
C 9.43570 -4.15619 0.24122
C 8.55815 -3.05541 -0.37370
C 9.06465 -1.63235 -0.06622
O 8.37292 -0.73525 -0.77916
C 8.68228 0.64917 -0.46600
N 8.46845 -3.21231 -1.89415
H 7.57987 -3.63432 -2.12311
H 8.66108 -2.44993 -2.52799
H 9.29811 -3.70691 -2.18930
H 9.21233 -4.21758 1.30632
H 10.50064 -4.13915 0.00947
H 9.16712 -5.09314 -0.24672
H 7.57063 -3.13199 0.08131
H 10.14518 -1.58918 -0.20293
H 8.96570 -1.40103 0.99435
H 9.73495 0.88193 -0.62660
H 8.41415 0.96027 0.54366
H 8.09487 1.32888 -1.08329
C 6.32881 -1.91470 3.31477
C 5.12379 -2.24011 4.24478
C 3.82825 -1.46155 3.76179
N 2.53487 -2.03396 4.44061
C 2.33917 -3.53505 4.35122
C 2.05726 -3.94522 2.89911
C 0.89175 -3.24552 2.28662
C 1.00068 -1.67130 2.34694
C 1.38120 -1.18285 3.76625
C 2.71068 -1.57144 5.97511
H 6.73609 -0.94333 3.59530
H 6.00832 -2.17475 2.30594
H 7.13208 -2.63325 3.47773
H 5.31309 -2.01953 5.29530
H 5.00769 -3.32391 4.24753
H 3.78090 -1.72151 2.70431
H 3.78222 -0.40368 4.02046
H 3.09948 -4.08213 4.90868
H 1.40502 -3.56802 4.91191
H 2.97396 -3.85711 2.31602
H 1.84860 -4.99984 2.71926
H 0.56867 -3.45458 1.26682
H 0.01116 -3.62784 2.80285
H 1.85040 -1.41802 1.71298
H 0.12105 -1.19693 1.91184
H 1.58387 -0.12676 3.94432
H 0.54299 -1.46838 4.40185
H 2.93524 -0.52069 6.15840
H 3.54011 -2.08433 6.46204
H 1.81561 -1.95809 6.46239
C -0.15006 -8.49539 -4.61336
N -0.31444 -7.14109 -4.07234
C -1.31382 -6.40849 -4.52115
C -1.18090 -4.96686 -4.47519
C -0.08489 -4.37674 -3.80562
C 0.90030 -5.23622 -3.19273
C 0.68772 -6.59939 -3.34726
C 0.03390 -2.93620 -3.66390
C 0.27919 -2.36478 -2.38556
C 0.40885 -0.99842 -2.26646
N 0.50188 -0.27655 -3.43757
C 0.19469 -0.77118 -4.65656
C -0.09310 -2.10789 -4.75553
C 0.71052 1.12901 -3.33534
H 0.32877 -9.15389 -3.88865
H 0.48669 -8.39423 -5.49223
H -1.10951 -8.89255 -4.94473
H -2.14165 -6.97109 -4.92684
H -2.06460 -4.36037 -4.60798
H 1.63614 -4.83554 -2.51126
H 1.46533 -7.30392 -3.09158
H 0.41690 -2.95529 -1.49184
H 0.74797 -0.45820 -1.39493
H 0.27733 -0.20834 -5.57460
H -0.33895 -2.47938 -5.73937
H 1.12928 1.51146 -4.26619
H 1.41284 1.23996 -2.50919
H -0.23415 1.53910 -2.97822
C -7.83073 -2.92261 7.46878
N -7.51601 -2.27121 6.18595
C -8.34383 -1.36524 5.59828
C -7.96856 -0.50213 4.56087
C -6.78188 -0.82943 3.91480
C -5.92917 -1.78316 4.45262
C -6.24247 -2.36202 5.70839
C -6.35864 -0.05662 2.64807
C -6.52232 1.29924 2.56738
C -6.09400 2.03339 1.47255
N -5.62313 1.33402 0.41598
C -5.61427 -0.02162 0.36413
C -5.94988 -0.73783 1.50152
C -5.01220 2.11207 -0.72615
H -7.65366 -3.99649 7.40938
H -8.87358 -2.85277 7.77811
H -7.27043 -2.51098 8.30826
H -9.32117 -1.30101 6.05334
H -8.69894 0.20960 4.20539
H -4.96283 -1.90425 3.98580
H -5.57274 -2.95641 6.31219
H -7.12755 1.67155 3.38069
H -6.14256 3.10891 1.38708
H -5.19093 -0.51629 -0.49756
H -5.78265 -1.80139 1.58676
H -5.38653 3.12255 -0.56204
H -5.50597 1.70504 -1.60854
H -3.92390 2.05134 -0.72974
C 2.78471 5.08526 -2.17341
N 1.62261 6.00409 -2.06683
C 1.33176 6.63722 -0.89626
C 0.28425 7.55758 -0.90556
C -0.53996 7.77979 -2.05950
C -0.17622 7.05452 -3.23230
C 1.00554 6.27335 -3.23107
C -1.73365 8.73216 -2.02342
C -1.78010 9.76808 -1.08284
C -2.88341 10.61281 -0.97343
N -3.92777 10.39365 -1.81754
C -3.90707 9.48669 -2.81345
C -2.83520 8.56551 -2.93025
C -5.09907 11.25788 -1.64824
H 2.46796 4.24628 -1.55383
H 3.63327 5.61997 -1.74663
H 2.91508 4.85291 -3.23034
H 1.96432 6.36746 -0.06349
H 0.03775 8.01889 0.03933
H -0.73592 6.95581 -4.15067
H 1.32364 5.70458 -4.09230
H -0.94856 9.94506 -0.41680
H -2.94639 11.44523 -0.28822
H -4.75123 9.40272 -3.48184
H -2.83716 7.71084 -3.59051
H -5.36094 11.76167 -2.57868
H -4.91837 11.94808 -0.82418
H -5.98334 10.63604 -1.50866
C -2.78725 -2.08029 -0.51480
F -3.23427 -1.40681 0.53804
F -2.31198 -1.22229 -1.45502
F -1.76376 -2.80739 -0.25598
S -4.09588 -3.17290 -1.45331
O -3.28019 -4.02840 -2.27380
O -4.66305 -3.88095 -0.28443
N -5.23019 -2.13265 -2.20522
S -4.68424 -2.13204 -3.61579
O -3.39750 -1.51407 -3.79948
O -4.91327 -3.35576 -4.39060
C -5.91330 -0.78946 -4.42699
F -5.58964 0.43991 -4.06542
F -5.63173 -0.84803 -5.69050
F -7.18188 -1.06879 -4.39558
C 4.17745 0.61722 -1.37191
F 3.56649 -0.47582 -1.65444
F 5.54849 0.56692 -1.27427
F 3.88782 1.53963 -2.36427
S 3.33710 1.39617 0.31582
O 3.66410 0.48440 1.40309
O 3.83378 2.75544 0.29648
N 1.65006 1.18355 -0.08897
S 1.09302 2.09308 1.02592
O 1.44627 1.71932 2.42369
O 1.40956 3.46927 0.68802
C -0.79071 1.76906 0.92315
F -1.48268 2.42769 1.79837
F -1.15609 2.18265 -0.39731
F -1.08456 0.48222 1.10005
```

Properties
DFT total energy: -165373.861 eV
charge: +6
lowest unoccupied orbital energy: -12.2 eV

[3]
The following is a quantum chemistry calculation of a structure of composition C53H87N5O3Re at a distorted geometry, from OMol25.

XYZ file:
```
149
Properties=species:S:1:pos:R:3
Re 1.29047 0.40464 -0.13790
C 3.85461 -2.88561 -7.25874
C 4.53997 -2.08033 -6.15227
C 5.63287 -2.95979 -5.52195
C 5.19136 -0.84453 -6.79140
C 3.57112 -1.65792 -5.05210
C 3.96935 -0.80173 -4.04386
C 3.13953 -0.49107 -2.97209
C 3.74707 0.39072 -1.91827
N 2.90442 1.45547 -1.30824
C 3.79529 2.27667 -0.45635
C 3.35035 2.32485 0.99771
N 1.88558 2.27212 1.18427
C 1.26089 3.45023 0.51068
C 0.02438 3.11072 -0.32936
N 0.06611 1.82966 -1.10617
C 0.71937 2.00971 -2.43560
C 2.21705 2.29150 -2.34278
C -1.35354 1.39084 -1.33005
C -1.92024 0.05641 -0.82325
C -3.22484 -0.10338 -1.29440
C -4.02553 -1.16911 -0.95361
C -3.46588 -2.12388 -0.10290
C -2.19029 -2.02893 0.41073
C -1.36885 -0.90857 0.04488
O -0.14051 -0.83719 0.55374
C -1.66342 -3.16907 1.29948
C -0.64121 -3.97658 0.47452
C -2.77353 -4.14733 1.70307
C -1.04821 -2.67446 2.62638
C -5.46035 -1.32799 -1.44071
C -6.39517 -1.39960 -0.22169
C -5.91346 -0.15764 -2.31541
C -5.58115 -2.61841 -2.26556
C 1.73990 2.30672 2.68398
C 0.49133 2.72926 3.43509
C 0.69438 3.51977 4.53680
C -0.34754 3.83767 5.42174
C -1.63159 3.34590 5.12788
C -1.91521 2.54505 4.05317
C -0.81722 2.18611 3.15282
O -0.95754 1.45439 2.15559
C -3.33491 2.05667 3.79706
C -3.36764 0.51687 3.82421
C -3.79839 2.55245 2.41407
C -4.32474 2.57190 4.84350
C -0.13918 4.68710 6.65907
C -0.69683 3.95374 7.89186
C 1.33933 4.99341 6.91463
C -0.89567 6.01512 6.47094
C 1.85356 -1.05782 -2.84656
O 1.13656 -0.91446 -1.72497
C 1.37115 -1.82102 -3.95695
C 2.25433 -2.10664 -4.99005
C -0.08789 -2.27734 -4.09669
C -0.33888 -3.05168 -5.39317
C -0.52627 -3.17112 -2.92991
C -0.98165 -1.02772 -4.11732
H 4.59025 -3.14933 -8.01892
H 3.06716 -2.30493 -7.74243
H 3.42784 -3.81459 -6.87741
H 6.36732 -3.24270 -6.27866
H 5.19978 -3.87333 -5.10886
H 6.15595 -2.43036 -4.72286
H 5.82651 -1.14807 -7.62474
H 5.81607 -0.29984 -6.08221
H 4.42802 -0.16444 -7.17276
H 4.95747 -0.35313 -4.07120
H 4.62565 0.86247 -2.37073
H 4.10310 -0.21874 -1.07530
H 3.87119 3.28546 -0.85841
H 4.80951 1.87774 -0.48014
H 3.75315 3.24283 1.44320
H 3.78048 1.48866 1.55218
H 2.01322 3.94451 -0.10014
H 0.94369 4.17526 1.26339
H -0.18000 3.94322 -1.00906
H -0.80336 3.02146 0.35883
H 0.23891 2.82182 -2.98973
H 0.56942 1.09070 -2.99457
H 2.36496 3.34534 -2.11542
H 2.65898 2.10982 -3.32455
H -1.54394 1.41770 -2.40352
H -2.00181 2.15953 -0.90978
H -3.62088 0.66078 -1.95536
H -4.06966 -2.98039 0.15985
H -1.16196 -4.55624 -0.28824
H -0.09864 -4.68037 1.11738
H 0.05468 -3.32120 -0.04490
H -3.17352 -4.68475 0.84275
H -3.59021 -3.63615 2.21501
H -2.35919 -4.89131 2.38646
H -0.35856 -1.84901 2.47870
H -0.53118 -3.50320 3.12135
H -1.83995 -2.33301 3.29569
H -6.30738 -0.48803 0.37404
H -6.16337 -2.24988 0.42000
H -7.43248 -1.49685 -0.54749
H -5.85931 0.79003 -1.77511
H -6.95158 -0.31211 -2.61086
H -5.31720 -0.08339 -3.22738
H -5.32536 -3.50177 -1.67905
H -4.91777 -2.57846 -3.13217
H -6.60503 -2.73701 -2.62502
H 2.51209 2.99700 3.03861
H 2.01876 1.30818 3.03861
H 1.69285 3.89129 4.73011
H -2.43474 3.61609 5.79678
H -2.67844 0.10210 3.09656
H -4.37255 0.16665 3.58065
H -3.10327 0.15050 4.81946
H -3.23754 2.03941 1.63806
H -3.66431 3.63301 2.31810
H -4.85616 2.32478 2.27620
H -4.05836 2.24276 5.84980
H -5.31155 2.16996 4.61566
H -4.39864 3.66143 4.83181
H -0.20724 2.98696 8.02275
H -1.77118 3.78741 7.82171
H -0.51188 4.55508 8.78183
H 1.91877 4.07552 7.03531
H 1.43352 5.56754 7.83544
H 1.77572 5.59022 6.11145
H -1.96658 5.85024 6.34801
H -0.52817 6.55156 5.59433
H -0.74585 6.64516 7.34804
H 1.88968 -2.71083 -5.80417
H 0.25363 -3.96710 -5.44342
H -0.13726 -2.44604 -6.27871
H -1.39047 -3.33865 -5.42369
H 0.09846 -4.06630 -2.87464
H -1.56455 -3.48094 -3.07320
H -0.46530 -2.62918 -1.99461
H -0.63440 -0.30661 -4.86172
H -0.97603 -0.58335 -3.12743
H -2.01160 -1.30221 -4.35469
N 4.61170 -3.73090 1.07569
C 3.18472 -3.56877 1.55146
C 2.42720 -2.50344 0.76452
N 2.59873 -1.10433 1.17463
H 5.03629 -4.57267 1.46940
H 5.19768 -2.93927 1.33779
H 4.62999 -3.81809 0.05674
H 3.20294 -3.35208 2.61843
H 2.69761 -4.53064 1.39995
H 1.36614 -2.70880 0.87581
H 2.64973 -2.59219 -0.30443
H 3.56449 -0.80697 1.24644
H 2.14134 -0.95299 2.07122
```

Properties
DFT total energy: -72083.342 eV
2S+1: 4
charge: +2
lowest unoccupied orbital energy (alpha / beta): -5.8 / -5.9 eV